No. 1
A gas-phase ion, C5H10NO2 (charge +1). Source: the Open Molecules 2025 dataset; level of theory: ωB97M-V/def2-TZVPD.

Computed properties:
- SMILES string = OOC[C@H]1CCC=[NH+]1
- E_HOMO (eV) = -14.32
- relative energy (zero: lowest compared OMol25 entry of this formula, charge and spin) (kcal per mole) = 80.2
- lowest unoccupied orbital energy (eV) = -4.553
- net charge = +1

Structure (XYZ):
```
18
C5H10NO2 | the Open Molecules 2025 dataset | ωB97M-V/def2-TZVPD
O 3.23 -0.12 -0.84
O 1.80 -0.08 -0.74
C 1.48 0.59 0.47
C -0.01 0.42 0.68
C -0.88 0.93 -0.47
C -2.11 0.02 -0.42
C -1.46 -1.26 -0.02
N -0.38 -1.03 0.61
H 3.43 -1.05 -0.66
H 2.05 0.16 1.29
H 1.69 1.66 0.39
H -0.29 0.83 1.65
H -1.12 1.99 -0.44
H -0.37 0.75 -1.42
H -2.72 -0.05 -1.31
H -2.73 0.26 0.45
H -1.84 -2.25 -0.22
H 0.22 -1.75 1.00
```

natural (NBO) charges in e: O -0.410; O -0.307; C -0.090; C -0.079; C -0.413; C -0.479; C 0.316; N -0.404; H 0.467; H 0.198; H 0.218; H 0.244; H 0.259; H 0.246; H 0.272; H 0.263; H 0.251; H 0.447


No. 2
2 unconnected molecules or ions with the total composition C8H16N5O. Source: the Open Molecules 2025 dataset; level of theory: ωB97M-V/def2-TZVPD.

Computed properties:
- E_HOMO (eV) = -12.92
- relative energy (zero: lowest compared OMol25 entry of this formula, charge and spin) (kcal per mole) = 58.9
- lowest unoccupied orbital energy (eV) = -3.094
- net charge = +1

Structure (XYZ):
```
30
C8H16N5O | the Open Molecules 2025 dataset | ωB97M-V/def2-TZVPD
C 0.15 -0.23 2.60
C 0.18 -0.12 0.09
C 0.76 0.41 1.31
C -2.04 1.88 -1.74
C -1.58 0.95 -2.82
C -0.85 1.88 -0.75
C -0.98 -0.14 -2.07
C -0.90 0.62 3.28
N 2.78 -2.87 0.55
N -0.57 0.50 -0.76
N 0.30 -1.37 3.01
N 4.52 -3.13 -0.89
N 3.58 -3.08 -0.18
O 0.38 -1.37 -0.11
H 0.55 1.51 1.21
H 1.81 0.32 1.36
H -2.35 2.82 -2.22
H -2.78 1.37 -1.21
H -2.37 0.49 -3.47
H -0.88 1.45 -3.47
H 0.04 2.45 -1.16
H -0.94 2.29 0.21
H -1.71 -0.90 -1.77
H -0.11 -0.54 -2.58
H -1.85 0.47 2.77
H -0.51 1.70 3.17
H -1.11 0.34 4.25
H 4.67 -3.71 -1.76
H 0.96 -1.84 0.49
H 0.86 -2.13 2.68
```

natural (NBO) charges in e: C 0.348; C 0.726; C -0.587; C -0.396; C -0.428; C -0.228; C -0.211; C -0.655; N -0.198; N -0.320; N -0.603; N -0.511; N 0.301; O -0.622; H 0.239; H 0.279; H 0.251; H 0.209; H 0.251; H 0.220; H 0.209; H 0.231; H 0.229; H 0.235; H 0.233; H 0.208; H 0.252; H 0.429; H 0.536; H 0.371


No. 3
A molecular structure, C3H4FO4S. Source: the Open Molecules 2025 dataset; level of theory: ωB97M-V/def2-TZVPD.

Computed properties:
- E_HOMO (eV) = -5.23
- relative energy (zero: lowest compared OMol25 entry of this formula, charge and spin) (kcal per mole) = 59.4
- lowest unoccupied orbital energy (eV) = 3.674
- net charge = -1

Structure (XYZ):
```
13
C3H4FO4S | the Open Molecules 2025 dataset | ωB97M-V/def2-TZVPD
C 1.73 1.68 -0.89
C 1.17 0.58 0.04
C 0.81 0.55 -1.18
O -2.88 -1.31 1.95
O -0.37 -1.72 1.74
O -1.88 -2.07 -0.16
O -1.41 0.22 0.73
F 0.13 -0.09 -2.13
S -1.62 -1.15 1.21
H 1.39 2.67 -0.95
H 2.84 1.68 -0.92
H 1.27 0.42 1.05
H -1.18 -1.47 -0.48
```

natural (NBO) charges in e: C -0.472; C -0.188; C 0.398; O -0.998; O -1.021; O -0.886; O -1.035; F -0.306; S 2.489; H 0.163; H 0.152; H 0.242; H 0.461


No. 4
A molecular structure, C28H52MgN6O2. Source: the Open Molecules 2025 dataset; level of theory: ωB97M-V/def2-TZVPD.

Computed properties:
- E_HOMO (eV) = -9.92
- relative energy (zero: lowest compared OMol25 entry of this formula, charge and spin) (kcal per mole) = 0.0
- lowest unoccupied orbital energy (eV) = -1.817

Structure (XYZ):
```
89
C28H52MgN6O2 | the Open Molecules 2025 dataset | ωB97M-V/def2-TZVPD
Mg -0.64 0.11 -3.37
C -1.87 -3.69 -4.33
C -1.91 -2.62 -3.25
C -0.90 -2.92 -2.14
O -1.68 -1.37 -3.79
H -0.88 -3.78 -4.78
H -2.58 -3.48 -5.13
H -2.14 -4.67 -3.91
H -2.92 -2.66 -2.81
H -0.91 -2.11 -1.41
H 0.11 -2.96 -2.57
H -1.09 -3.87 -1.62
C 0.68 0.61 -0.55
O 0.09 0.73 -1.79
H 1.73 0.29 -0.62
H 0.66 1.56 -0.01
H 0.16 -0.14 0.07
C 3.99 1.97 1.82
C 4.18 0.52 1.40
C 5.46 -0.09 1.94
C 5.55 -0.03 3.40
N 5.62 0.00 4.54
H 4.74 2.60 1.32
H 4.10 2.10 2.89
H 3.02 2.34 1.49
H 4.19 0.39 0.32
H 3.33 -0.07 1.76
H 6.34 0.43 1.55
H 5.53 -1.15 1.66
C -2.17 3.26 -0.19
C -1.41 3.61 1.09
C -1.93 2.86 2.32
C -3.36 3.08 2.54
N -4.48 3.24 2.71
H -1.71 3.72 -1.06
H -3.22 3.54 -0.11
H -2.12 2.18 -0.38
H -1.45 4.69 1.26
H -0.35 3.35 0.97
H -1.41 3.17 3.22
H -1.77 1.79 2.18
C -0.68 -2.81 2.30
C -0.37 -1.36 2.62
C -0.33 -1.06 4.12
C -0.14 0.38 4.33
N 0.01 1.51 4.43
H -0.63 -2.99 1.22
H -1.67 -3.09 2.66
H 0.02 -3.49 2.79
H -1.12 -0.70 2.17
H 0.58 -1.06 2.17
H 0.49 -1.59 4.62
H -1.26 -1.34 4.61
C -4.67 0.40 0.14
C -3.59 -0.50 -0.42
C -3.53 -1.83 0.31
C -4.82 -2.52 0.33
N -5.84 -3.05 0.34
H -5.66 -0.03 -0.03
H -4.68 1.38 -0.34
H -4.57 0.53 1.22
H -2.62 0.00 -0.36
H -3.77 -0.63 -1.49
H -3.19 -1.65 1.33
H -2.83 -2.51 -0.18
C -0.45 6.00 -2.79
C 0.03 4.63 -3.28
C 0.94 3.92 -2.30
C 2.26 4.56 -2.16
N 3.28 5.05 -2.05
H 0.39 6.65 -2.56
H -1.05 5.89 -1.88
H -1.07 6.48 -3.54
H 0.52 4.72 -4.25
H -0.85 3.99 -3.45
H 1.11 2.88 -2.59
H 0.52 3.87 -1.29
C 3.47 -5.11 -0.01
C 2.11 -4.47 -0.37
C 2.08 -2.97 -0.11
C 3.11 -2.25 -0.88
N 3.87 -1.64 -1.48
H 4.25 -4.73 -0.67
H 3.43 -6.19 -0.15
H 3.74 -4.90 1.03
H 1.30 -4.95 0.18
H 1.91 -4.68 -1.42
H 2.28 -2.77 0.94
H 1.13 -2.52 -0.41
```

Mulliken charges in e: Mg 0.821; C -1.554; C 1.169; C -0.890; O -0.987; H 0.337; H 0.412; H 0.373; H 0.044; H -0.531; H 0.487; H 0.398; C 1.165; O -0.287; H 0.079; H -0.451; H -0.526; C -1.246; C 0.498; C -0.526; C 0.181; N -0.434; H 0.368; H 0.397; H 0.137; H 0.205; H -0.193; H 0.349; H 0.251; C 0.228; C -0.489; C 0.793; C -0.051; N -0.555; H -0.343; H 0.620; H -0.599; H 0.438; H -0.005; H 0.550; H -0.708; C -1.456; C 1.967; C -0.539; C 0.256; N -0.504; H 0.032; H 0.507; H 0.445; H -0.681; H -0.626; H 0.357; H 0.354; C -1.532; C 0.878; C 0.585; C -0.049; N -0.518; H 0.506; H 0.366; H 0.306; H -0.624; H 0.157; H 0.051; H -0.254; C -1.112; C -0.633; C 1.316; C 0.001; N -0.490; H 0.351; H 0.241; H 0.352; H 0.474; H 0.247; H -0.127; H -0.610; C -1.417; C -0.492; C 1.616; C -0.107; N -0.584; H 0.351; H 0.405; H 0.340; H 0.419; H 0.310; H 0.246; H -1.006


No. 5
2 unconnected molecules or ions with the total composition ClFO3S. Source: the Open Molecules 2025 dataset; level of theory: ωB97M-V/def2-TZVPD.

Computed properties:
- E_HOMO (alpha / beta) (eV) = -10.19 / -10.19
- relative energy (zero: lowest compared OMol25 entry of this formula, charge and spin) (kcal per mole) = 20.1
- lowest unoccupied orbital energy (alpha / beta) (eV) = -4.322 / -4.324

Structure (XYZ):
```
6
ClFO3S | the Open Molecules 2025 dataset | ωB97M-V/def2-TZVPD
O -1.65 0.80 -0.22
O 0.57 1.15 -1.35
O 0.93 -1.09 1.24
F -0.61 -1.01 -1.58
S -0.37 0.35 -0.65
Cl 1.12 -0.21 2.55
```

natural (NBO) charges in e: O -0.792; O -0.794; O -0.544; F -0.463; S 2.199; Cl 0.394